C30H34F3IrN6O8S2 | ωB97M-V/def2-TZVPD

E_tot: -89644.378 eV
E_HOMO: -7.23 eV
relative energy (zero: lowest compared OMol25 entry of this formula, charge and spin): 0.00 kJ/mol

Positions of all 84 atoms, in Å:
Ir (-0.654, -1.020, 0.203)
C (1.076, 7.002, 0.852)
O (1.754, 5.870, 0.346)
C (1.415, 5.434, -0.891)
C (0.540, 6.096, -1.744)
C (0.280, 5.559, -2.998)
C (0.834, 4.353, -3.395)
C (1.744, 3.714, -2.543)
C (2.031, 4.251, -1.309)
N (0.504, 3.938, -4.727)
N (0.318, 2.755, -5.058)
C (0.268, 1.690, -4.111)
C (1.024, 0.573, -4.386)
C (1.110, -0.518, -3.514)
C (0.397, -0.522, -2.326)
O (0.413, -1.507, -1.466)
C (-0.438, 0.611, -2.068)
N (-1.153, 0.563, -0.903)
C (-2.032, 1.494, -0.619)
C (-2.270, 2.560, -1.501)
C (-1.542, 2.661, -2.652)
C (-0.560, 1.689, -2.957)
H (1.416, 7.125, 1.876)
H (-0.007, 6.850, 0.845)
H (1.318, 7.902, 0.280)
H (0.081, 7.031, -1.460)
H (-0.373, 6.077, -3.691)
H (2.237, 2.800, -2.844)
H (2.724, 3.764, -0.638)
H (1.595, 0.574, -5.307)
H (1.724, -1.375, -3.759)
H (-2.539, 1.406, 0.331)
H (-3.025, 3.291, -1.252)
H (-1.719, 3.477, -3.340)
O (-1.463, -0.216, 1.886)
N (-2.654, -0.709, 2.272)
C (-3.100, -0.298, 3.479)
C (-4.311, -0.720, 3.947)
C (-5.073, -1.582, 3.147)
C (-4.593, -1.983, 1.928)
C (-3.340, -1.542, 1.467)
S (-2.678, -2.026, -0.052)
H (-2.419, 0.363, 3.994)
H (-4.654, -0.387, 4.914)
H (-6.036, -1.934, 3.491)
H (-5.154, -2.652, 1.291)
C (2.538, -3.085, 0.334)
N (2.111, -3.250, 1.712)
C (3.187, -3.376, 2.686)
C (2.680, -4.033, 3.951)
C (1.463, -3.274, 4.430)
N (0.470, -3.223, 3.366)
C (-0.855, -2.793, 3.771)
C (0.831, -3.047, 2.072)
O (-0.067, -2.799, 1.217)
H (3.119, -2.168, 0.221)
H (1.683, -3.029, -0.324)
H (3.161, -3.937, 0.055)
H (3.602, -2.385, 2.895)
H (3.974, -3.977, 2.227)
H (3.456, -4.038, 4.716)
H (2.404, -5.069, 3.738)
H (1.732, -2.254, 4.722)
H (1.005, -3.767, 5.288)
H (-0.863, -1.719, 3.983)
H (-1.137, -3.341, 4.670)
H (-1.569, -3.016, 2.983)
C (-2.027, -3.896, -4.914)
C (-1.883, -2.693, -4.002)
O (-1.844, -3.051, -2.628)
H (-2.139, -3.582, -5.953)
H (-2.901, -4.485, -4.632)
H (-1.145, -4.538, -4.853)
H (-2.745, -2.032, -4.104)
H (-0.993, -2.112, -4.270)
H (-1.086, -3.624, -2.476)
F (3.623, 1.701, 0.672)
C (3.440, 0.747, 1.588)
F (4.118, 1.081, 2.687)
F (3.968, -0.391, 1.109)
S (1.657, 0.535, 1.988)
O (1.246, 1.820, 2.467)
O (1.643, -0.565, 2.922)
O (1.126, 0.186, 0.652)

C22H28BrN2O5Zn | ωB97M-V/def2-TZVPD

E_tot: -154938.844 eV
E_HOMO: -10.53 eV
total charge: +1
relative energy (zero: lowest compared OMol25 entry of this formula, charge and spin): 99.17 kJ/mol

Positions of all 59 atoms, in Å:
Zn (-0.246, 0.188, 0.070)
C (-2.169, 2.040, 2.037)
O (-1.061, 1.143, 2.012)
C (-0.202, 1.244, 3.129)
C (1.233, 0.902, 2.704)
O (1.316, -0.026, 1.616)
C (1.390, -1.407, 1.966)
C (0.046, -1.935, 2.425)
O (-0.907, -1.537, 1.456)
C (-2.247, -1.849, 1.823)
H (-2.867, 1.766, 2.832)
H (-2.659, 1.972, 1.070)
H (-1.829, 3.067, 2.185)
H (-0.557, 0.594, 3.935)
H (-0.195, 2.270, 3.506)
H (1.792, 0.516, 3.559)
H (1.725, 1.804, 2.346)
H (2.149, -1.561, 2.735)
H (1.692, -1.921, 1.052)
H (-0.224, -1.535, 3.410)
H (0.087, -3.026, 2.497)
H (-2.357, -2.925, 1.970)
H (-2.527, -1.322, 2.738)
H (-2.892, -1.528, 1.008)
O (3.374, 3.816, -0.990)
C (2.215, 4.380, -1.447)
C (2.298, 5.670, -1.954)
C (1.162, 6.299, -2.431)
C (-0.063, 5.644, -2.407)
C (-0.147, 4.363, -1.890)
C (0.986, 3.720, -1.407)
C (0.885, 2.364, -0.751)
O (-0.396, 1.905, -0.603)
N (1.729, 1.389, -1.532)
N (1.294, 0.126, -1.443)
C (1.668, -0.798, -2.238)
C (1.036, -2.097, -2.246)
Br (-0.760, -2.112, -1.518)
C (1.474, -3.224, -2.813)
C (2.789, -3.443, -3.411)
C (3.952, -2.817, -2.955)
C (5.166, -3.059, -3.575)
C (5.238, -3.926, -4.656)
C (4.092, -4.568, -5.106)
C (2.880, -4.339, -4.482)
H (3.235, 2.898, -0.732)
H (3.264, 6.158, -1.958)
H (1.233, 7.305, -2.821)
H (-0.951, 6.136, -2.782)
H (-1.092, 3.840, -1.845)
H (1.396, 2.443, 0.229)
H (2.010, 1.697, -2.457)
H (2.422, -0.619, -3.004)
H (0.792, -4.065, -2.866)
H (3.911, -2.167, -2.090)
H (6.066, -2.582, -3.209)
H (6.188, -4.115, -5.138)
H (4.147, -5.253, -5.941)
H (1.984, -4.841, -4.828)

C4H11N2 | ωB97M-V/def2-TZVPD

E_tot: -7297.327 eV
SMILES string: C[N+]1(N)CCC1
E_HOMO: -15.01 eV
total charge: +1
relative energy (zero: lowest compared OMol25 entry of this formula, charge and spin): 349.39 kJ/mol

Positions of all 17 atoms, in Å:
C (-1.183, 1.232, 0.024)
N (-0.363, 0.003, 0.013)
N (-1.151, -1.145, -0.019)
C (0.703, -0.158, 0.986)
C (1.771, -0.229, -0.134)
C (0.558, -0.034, -1.106)
H (-0.682, 2.081, -0.480)
H (-2.089, 1.105, -0.472)
H (-1.378, 1.537, 1.050)
H (-0.832, -2.038, 0.317)
H (-2.075, -1.172, 0.223)
H (0.605, -1.045, 1.584)
H (0.675, 0.674, 1.676)
H (2.515, 0.581, -0.068)
H (2.192, -1.226, -0.252)
H (0.399, 0.766, -1.740)
H (0.334, -0.932, -1.599)

C14H42O14 | ωB97M-V/def2-TZVPD

E_tot: -43858.765 eV
expectation value of S²: 0.750
E_HOMO (alpha / beta): 0.51 / -6.94 eV
2S+1: 2
total charge: -1
relative energy (zero: lowest compared OMol25 entry of this formula, charge and spin): 0.00 kJ/mol

Positions of all 70 atoms, in Å:
C (-4.304, 0.503, 0.275)
C (-4.456, -0.993, 0.014)
O (-4.677, -1.695, 1.222)
O (-5.531, 1.288, 0.317)
H (-3.692, 0.976, -0.492)
H (-3.749, 0.768, 1.175)
H (-3.623, -1.345, -0.594)
H (-5.273, -1.098, -0.699)
H (-4.430, -2.607, 1.049)
H (-5.792, 1.506, -0.580)
C (2.671, -2.205, 3.441)
C (3.838, -2.248, 2.473)
O (3.656, -1.776, 1.156)
O (2.204, -0.951, 3.903)
H (2.953, -2.836, 4.284)
H (1.815, -2.738, 3.028)
H (3.946, -3.332, 2.429)
H (4.735, -1.761, 2.858)
H (3.912, -2.566, 0.675)
H (1.343, -1.105, 4.299)
C (2.251, 0.374, -3.698)
C (3.320, 0.332, -4.842)
O (3.025, -0.705, -5.841)
O (0.966, 0.614, -4.248)
H (2.385, 1.120, -2.915)
H (2.318, -0.567, -3.152)
H (4.355, 0.301, -4.500)
H (3.231, 1.245, -5.430)
H (2.145, -0.553, -6.193)
H (0.326, 0.478, -3.545)
C (-3.977, 2.883, -4.466)
C (-4.127, 1.866, -3.384)
O (-3.159, 0.827, -3.430)
O (-4.469, 2.472, -5.783)
H (-2.910, 3.093, -4.530)
H (-4.552, 3.755, -4.151)
H (-5.126, 1.434, -3.329)
H (-3.971, 2.455, -2.480)
H (-3.114, 0.407, -4.292)
H (-4.429, 3.224, -6.379)
C (-2.085, -1.838, 3.853)
C (-1.354, -1.513, 5.201)
O (-0.010, -1.935, 5.233)
O (-1.783, -0.895, 2.814)
H (-3.157, -1.825, 4.052)
H (-1.917, -2.855, 3.497)
H (-1.884, -1.860, 6.088)
H (-1.217, -0.437, 5.302)
H (0.130, -2.419, 6.050)
H (-0.926, -1.149, 2.465)
C (-0.667, -0.159, -0.562)
C (0.766, -0.123, -0.118)
O (0.908, -0.917, 1.062)
O (-0.663, 0.400, -1.886)
H (-1.317, 0.474, 0.041)
H (-0.913, -1.220, -0.605)
H (1.134, 0.877, 0.113)
H (1.480, -0.409, -0.891)
H (1.831, -1.162, 1.160)
H (-1.569, 0.398, -2.205)
C (4.958, 1.364, 1.497)
C (3.738, 2.312, 1.568)
O (3.972, 3.509, 2.179)
O (4.852, 0.529, 0.362)
H (5.154, 0.677, 2.320)
H (5.863, 1.958, 1.364)
H (2.959, 1.724, 2.053)
H (3.306, 2.418, 0.573)
H (4.033, 3.475, 3.137)
H (4.346, -0.238, 0.640)